Entry from the Open Molecules 2025 dataset: 2 unconnected molecules or ions with the total composition C25H31N4OP in a non-equilibrium geometry (ωB97M-V/def2-TZVPD).

HOMO level (eV): -5.41
LUMO level (eV): -2.317

Positions of all 62 atoms, in Å:
C  0.121254  4.338425  -5.749233
O  -0.626018  3.096580  -5.892569
C  -1.093874  2.522545  -4.750322
C  -1.695297  1.237656  -4.878433
C  -2.166593  0.608853  -3.745357
C  -1.953412  1.207210  -2.494275
C  -2.373940  0.453944  -1.261246
C  -3.331252  1.193511  -0.353433
C  -4.030986  0.447224  0.596736
N  -4.652863  -0.180322  1.369961
C  -3.629213  2.567052  -0.377450
N  -3.986513  3.689431  -0.353975
C  -1.436641  2.501262  -2.357348
C  -0.940120  3.144219  -3.478897
H  0.414237  4.553171  -6.780035
H  -0.519536  5.150194  -5.359065
H  1.008596  4.203957  -5.100552
H  -1.780491  0.737988  -5.843076
H  -2.695523  -0.357952  -3.795212
H  -2.771230  -0.546014  -1.511656
H  -1.369861  3.015236  -1.389206
H  -0.454209  4.112347  -3.372721
C  -2.068493  -1.078712  3.686543
C  -0.687697  -0.448756  3.660019
C  -0.783199  1.073367  3.745541
C  0.098041  -0.999869  4.845122
N  0.024840  -0.774444  2.420188
P  0.991889  0.367721  1.652526
H  -1.467724  0.345520  -0.663447
N  1.605912  -0.803042  0.613894
C  2.745280  -0.523885  -0.270258
C  4.016456  -1.139531  0.305045
C  2.897547  0.994480  -0.367013
C  2.525955  -1.141951  -1.642811
C  1.285745  -2.113942  1.018147
C  0.368910  -2.097562  2.083376
C  -0.003368  -3.272654  2.731787
C  0.525404  -4.486015  2.256374
C  1.443250  -4.500119  1.190922
C  1.851975  -3.304460  0.575207
H  -1.980286  -2.162134  3.686611
H  -2.526564  -0.765231  4.633902
H  -2.702042  -0.775282  2.848127
H  0.225463  1.524978  3.751140
H  -1.357501  1.488925  2.901832
H  -1.282637  1.351720  4.682938
H  1.145900  -0.674901  4.793786
H  -0.365205  -0.634761  5.770671
H  0.053489  -2.090429  4.841572
H  3.979686  -2.226949  0.248345
H  4.871227  -0.813835  -0.299891
H  4.171368  -0.841578  1.349113
H  2.007268  1.471595  -0.803484
H  3.077950  1.440849  0.625908
H  3.762701  1.237939  -0.997834
H  1.613702  -0.780093  -2.127072
H  3.394987  -0.884982  -2.261549
H  2.467156  -2.226690  -1.575293
H  -0.665447  -3.271659  3.602036
H  0.215185  -5.408278  2.751698
H  1.868935  -5.433864  0.820399
H  2.617427  -3.317999  -0.206750

Cartesian forces, eV/Å:
-0.6 -0.8 -0.3
0.6 0.9 0.1
0.2 -0.4 0.8
0.3 1.0 -0.1
0.4 0.3 0.6
-1.0 -0.2 0.5
0.0 0.5 0.3
-0.6 0.2 0.3
-0.6 -0.4 0.5
0.7 0.3 -0.4
-0.8 1.1 -0.1
0.8 -1.4 0.0
0.5 -0.6 -0.3
-0.3 -0.4 -1.2
0.1 0.2 0.3
0.3 -0.4 -0.1
-0.4 0.0 -0.3
0.0 0.5 0.1
0.5 0.5 0.0
0.2 0.4 0.1
-0.1 -0.5 -0.4
-0.3 -0.2 -0.1
-0.3 0.2 0.0
-0.5 0.4 0.6
0.0 0.1 0.0
0.2 0.1 0.2
1.7 -0.2 -0.4
-1.2 -1.5 -0.8
0.6 -0.7 0.0
0.0 -0.3 1.5
0.4 0.3 -0.5
0.4 0.1 0.2
0.1 0.2 -0.1
-0.2 0.2 -0.5
-0.1 0.6 0.0
-0.1 0.6 -0.2
0.1 -1.2 -0.2
-0.2 0.8 0.2
0.1 0.7 -0.3
-0.2 -1.2 0.1
-0.4 0.2 0.1
-0.1 -0.1 -0.3
-0.1 0.1 0.1
-0.4 0.0 0.2
0.1 -0.1 0.2
0.1 0.0 -0.3
-0.2 -0.1 0.2
0.2 -0.1 -0.2
0.2 0.3 0.3
0.3 0.3 0.2
-0.2 0.0 0.2
0.0 0.0 -0.2
0.2 -0.2 0.1
0.1 -0.1 -0.3
-0.3 -0.1 0.2
0.1 0.0 0.1
-0.3 -0.1 0.0
0.0 0.2 -0.3
0.4 -0.2 -0.7
0.2 0.3 -0.2
-0.2 0.2 0.3
-0.7 -0.3 0.5


Entry from the Open Molecules 2025 dataset: 9 unconnected molecules or ions with the total composition C7H30F6O8P in a non-equilibrium geometry (ωB97M-V/def2-TZVPD).

Charge: -1
HOMO level (eV): -7.22
LUMO level (eV): 2.610

Positions of all 52 atoms, in Å:
P  -1.447961  -1.197917  0.293937
F  -2.735178  -0.373010  -0.260744
F  -0.694007  -1.248742  -1.129213
F  -0.731531  0.270697  0.509484
F  -0.190900  -1.993940  0.983769
F  -2.010395  -1.049096  1.808222
F  -2.147364  -2.615743  0.014551
C  2.954723  -1.833515  2.329824
O  4.332994  -1.940204  2.062659
H  2.375283  -2.549828  1.739604
H  2.739931  -2.136001  3.366689
H  2.531351  -0.841501  2.200621
H  4.601542  -2.843466  1.906387
C  0.203363  -4.767281  -1.561586
O  0.585927  -4.453515  -0.230725
H  -0.806573  -5.189111  -1.628442
H  0.258753  -3.828619  -2.117823
H  0.834496  -5.539514  -2.000252
H  0.064627  -3.687469  0.043737
C  -3.120868  -2.067887  -3.138053
O  -3.754733  -0.848400  -2.835835
H  -2.029438  -1.956681  -3.197528
H  -3.246212  -2.787166  -2.321794
H  -3.472708  -2.460073  -4.090377
H  -3.598230  -0.677101  -1.898158
C  2.465070  3.544259  1.499169
C  1.669208  2.304580  1.913435
O  0.363485  2.645159  2.262661
H  2.120290  3.915757  0.532618
H  3.542353  3.405968  1.452881
H  2.230757  4.297008  2.257727
H  2.197404  1.868557  2.771623
H  1.780055  1.563761  1.112893
H  -0.045374  1.877606  2.715444
C  1.316380  1.532463  -3.172761
C  0.217144  2.565432  -3.028147
O  0.220646  3.466240  -4.140523
H  2.212821  1.932573  -2.686687
H  1.546203  1.319240  -4.211823
H  1.064141  0.622341  -2.625150
H  0.176789  3.167011  -2.109312
H  -0.764207  2.091578  -2.897914
H  0.761055  4.228353  -3.929319
O  -0.364711  0.292999  3.589495
H  0.103494  0.143577  4.418546
H  -0.229373  -0.516966  3.070735
O  -2.946096  1.539021  3.127420
H  -2.179240  0.964962  2.975995
H  -3.132560  1.916036  2.243473
O  -2.275943  2.852393  0.715003
H  -2.137767  2.067936  0.166124
H  -1.408915  3.007239  1.127439

Cartesian forces, eV/Å:
0.9 1.3 0.9
0.0 -0.6 -0.3
-0.5 -0.3 -0.2
0.4 -0.4 0.2
0.4 0.2 -0.3
-0.7 -0.5 -0.4
-0.3 0.4 0.1
-0.9 -1.6 0.7
0.5 1.1 -0.1
0.0 0.3 -0.3
0.1 0.2 0.1
0.5 0.2 -0.4
-0.3 -0.2 0.0
-0.3 0.5 0.2
0.0 -0.6 0.0
-0.1 0.3 0.1
-0.1 -0.3 -0.6
0.5 0.2 0.2
0.1 -0.1 0.1
0.9 -0.2 0.5
-0.3 0.1 -0.1
-0.1 0.2 -0.2
-0.4 -0.2 -0.3
-0.2 0.0 0.1
0.1 0.1 -0.2
-1.0 0.3 0.3
1.7 -0.3 -0.1
-0.6 0.0 -0.1
0.0 0.0 0.0
0.0 -0.3 0.1
0.2 0.2 -0.2
-0.1 -0.1 0.1
-0.6 -0.1 -0.1
0.2 0.3 -0.2
0.3 0.4 1.3
-0.9 0.3 0.3
-0.4 -0.1 -0.2
0.2 -0.2 -0.3
-0.2 0.0 -0.1
0.0 -0.1 -0.2
1.0 -0.2 0.1
0.0 -0.1 -1.0
0.1 0.0 0.1
0.5 -0.4 0.1
-0.1 0.1 0.0
-0.2 0.2 -0.1
-0.1 0.1 -0.4
-0.4 0.1 0.1
0.3 -0.1 0.5
0.1 0.1 -0.3
0.1 0.0 0.1
-0.1 -0.2 0.0


Entry from the Open Molecules 2025 dataset: a molecular structure, C24H48BCrF4O18 in a non-equilibrium geometry (ωB97M-V/def2-TZVPD).

Charge: +1
Spin multiplicity: 5
<S²>: 6.00
HOMO level (spin up / spin down) (eV): -12.07 / -12.07
LUMO level (spin up / spin down) (eV): -4.119 / -3.497

Positions of all 96 atoms, in Å:
Cr  -16.487623  -28.267995  15.488480
B  -18.000974  -26.028630  16.395088
F  -19.235017  -25.832886  16.949448
F  -17.208076  -26.947610  17.214336
F  -18.116313  -26.804703  15.191928
F  -17.259377  -24.905244  16.248553
C  -21.025733  -23.155730  16.572332
C  -22.493909  -23.577517  16.535456
O  -23.235809  -22.872123  17.526296
C  -23.679170  -21.675734  17.163263
O  -23.593258  -21.199878  16.061657
O  -24.248994  -21.107202  18.224755
C  -24.769323  -19.801205  18.011631
H  -20.572605  -23.570470  17.474491
H  -20.894496  -22.075033  16.600138
H  -20.460985  -23.558420  15.730002
H  -22.562926  -24.605565  16.883130
H  -22.891237  -23.451713  15.530417
H  -25.696772  -19.816564  17.443440
H  -24.050829  -19.181278  17.471782
H  -24.907388  -19.367561  18.996946
C  -13.623804  -24.162948  18.462452
C  -14.418541  -24.849168  17.380746
O  -13.448681  -25.332871  16.373403
C  -13.828691  -26.190424  15.492648
O  -14.823864  -26.915649  15.574608
O  -12.909103  -26.285637  14.550472
C  -13.056171  -27.318522  13.578290
H  -14.332943  -23.780303  19.197852
H  -13.048460  -23.327002  18.066081
H  -12.911188  -24.818090  18.966833
H  -15.041848  -24.123607  16.877678
H  -14.932456  -25.729591  17.755115
H  -12.408419  -27.066637  12.745570
H  -14.068492  -27.339616  13.179288
H  -12.817314  -28.293482  13.998119
C  -11.831071  -30.366170  19.203088
C  -13.277260  -30.766375  19.324231
O  -14.008233  -30.243450  18.194065
C  -14.986572  -29.397797  18.283166
O  -15.459236  -28.927844  17.249148
O  -15.343927  -29.097881  19.500872
C  -16.405504  -28.156786  19.738601
H  -11.680690  -29.313607  19.464598
H  -11.490552  -30.444956  18.169550
H  -11.187835  -30.949119  19.856722
H  -13.692410  -30.433338  20.268207
H  -13.354580  -31.852270  19.297616
H  -16.044039  -27.150859  19.550704
H  -16.759079  -28.287505  20.753705
H  -17.242114  -28.356527  19.075522
C  -14.554975  -18.456779  16.819013
C  -13.969873  -19.240766  15.675157
O  -15.003613  -19.828695  14.884870
C  -15.160478  -21.143150  14.966757
O  -14.575749  -21.896179  15.706436
O  -16.111457  -21.493009  14.098719
C  -16.416824  -22.875668  14.027292
H  -13.787082  -18.139154  17.525251
H  -15.311278  -18.990953  17.394645
H  -15.037649  -17.552670  16.438385
H  -13.278117  -19.994808  16.048307
H  -13.392234  -18.585410  15.026087
H  -17.379294  -23.132422  14.471851
H  -15.640985  -23.464355  14.507003
H  -16.519282  -23.121602  12.966917
C  -25.841630  -28.588567  12.766724
C  -24.474174  -29.193947  12.901351
O  -23.962957  -28.920774  14.213596
C  -22.763536  -28.361459  14.297013
O  -22.015828  -28.127530  13.379655
O  -22.488433  -28.171145  15.581950
C  -21.346832  -27.375295  15.843652
H  -26.598660  -29.091663  13.365620
H  -26.189506  -28.602799  11.731002
H  -25.852688  -27.532645  13.051807
H  -23.778557  -28.909195  12.119233
H  -24.578955  -30.281887  12.835225
H  -21.488923  -26.348803  15.499955
H  -20.449448  -27.863390  15.474538
H  -21.234383  -27.237516  16.917969
C  -19.501346  -26.403953  12.476194
C  -18.126511  -25.824843  12.283384
O  -17.263654  -26.734547  11.558023
C  -16.527372  -27.564930  12.252412
O  -16.696555  -27.827012  13.434063
O  -15.560595  -28.137535  11.581855
C  -15.486881  -27.989672  10.171884
H  -19.426546  -27.435951  12.827081
H  -20.050262  -26.437480  11.538221
H  -20.059569  -25.891423  13.254767
H  -17.675599  -25.501762  13.221130
H  -18.163280  -24.925064  11.669805
H  -16.455517  -28.022206  9.678449
H  -14.868450  -28.786136  9.769150
H  -15.013717  -27.046545  9.886899

Cartesian forces, eV/Å:
1.2 1.3 0.0
-0.2 -0.4 1.2
0.2 0.0 -0.1
-0.3 -0.1 -0.1
-0.2 0.0 -0.1
0.0 0.5 -0.6
0.1 -0.2 0.5
1.0 -0.2 0.0
-0.1 0.0 0.1
-0.2 0.2 -0.1
0.0 0.1 0.0
0.1 -0.2 0.0
0.3 0.6 -0.1
0.1 0.1 0.0
-0.2 0.0 -0.2
-0.1 0.0 -0.1
-0.1 -0.1 -0.3
-0.4 0.0 0.2
-0.1 -0.1 0.1
0.0 -0.1 0.0
-0.2 -0.1 0.0
0.2 0.1 0.1
1.0 -0.2 0.1
-0.2 0.8 0.3
0.3 -1.0 0.1
-0.2 0.2 -0.5
-0.1 0.1 -0.1
-0.5 0.0 -0.4
0.1 0.0 0.0
-0.2 0.1 -0.1
-0.2 -0.2 0.0
-0.4 -0.2 -0.1
-0.4 0.1 -0.1
0.3 0.0 0.2
0.0 0.0 0.2
0.1 0.0 0.0
0.3 0.9 -0.3
0.5 -0.5 0.7
0.3 -0.4 -0.3
0.0 0.3 0.0
-0.8 -0.3 -0.3
0.0 -0.1 0.3
-0.6 0.1 -0.5
-0.1 -0.1 0.1
0.0 -0.4 0.1
-0.1 -0.2 0.0
-0.2 0.1 -0.1
-0.3 0.0 -0.3
0.0 0.0 0.1
0.4 -0.1 0.2
0.1 0.0 -0.1
-0.4 0.7 0.2
0.7 0.0 0.6
0.0 -0.2 -0.4
-0.2 0.1 0.3
0.1 0.0 0.0
-0.1 0.1 0.0
-0.3 -0.6 -0.5
0.1 0.0 -0.1
0.1 -0.3 -0.1
0.0 0.0 0.1
-0.2 -0.2 -0.1
-0.2 0.0 -0.2
0.1 0.4 0.4
0.0 -0.1 -0.1
0.3 0.0 0.0
-0.5 0.8 -0.3
-0.4 -1.0 -0.2
0.1 0.2 0.0
0.1 -0.5 -0.2
0.0 0.3 0.0
-0.4 0.2 0.4
0.3 0.4 0.7
0.1 -0.1 0.1
0.2 -0.2 0.0
0.2 -0.1 0.1
0.1 0.4 0.2
0.2 0.1 0.1
0.2 -0.2 -0.6
0.0 0.3 -0.3
-0.3 -0.5 0.1
0.1 -0.8 0.0
-0.7 1.0 0.3
0.7 -0.1 0.2
-0.4 0.2 -0.5
0.2 -0.4 0.8
-0.1 -0.5 0.3
0.3 0.5 -1.5
0.0 0.1 0.0
-0.2 0.2 0.1
-0.1 0.3 -0.2
0.2 -0.5 0.0
0.1 -0.2 -0.3
-0.1 -0.1 0.3
0.0 -0.2 0.4
-0.1 0.0 0.3


Ordered E_tot results: -1606.752953; -1827.439636; -3766.490194; unit a.u..
Ordered ΔE to the lowest compared entry with this formula, charge and spin results: 33.1; 10.9; 7.5; unit kcal/mol.